Record 1
Formula: C11H18ClScTm
Source: the Open Molecules 2025 dataset
Level of theory: ωB97M-V/def2-TZVPD

Computed properties:
- spin multiplicity = 3
- charge = -1
- E_tot (a.u.) = -2735.97283
- Kohn-Sham gap (spin up / spin down) (hartree) = 0.2521 / 0.2511
- HOMO energy (spin up / spin down) (Eh) = -0.150 / -0.149

Atoms and positions in Å:
1 Sc 0.07541 -0.05821 0.26236
2 Cl -0.34990 2.02206 -1.13178
3 C -1.98093 -0.21694 0.74787
4 H -1.84495 -0.69268 1.71330
5 H -2.47558 -0.83714 0.02775
6 H -2.36131 0.78034 0.81193
7 Tm 0.50481 0.27741 -2.82711
8 C 2.58071 0.85405 -3.28296
9 C -0.87336 0.08931 -4.52818
10 C 0.36156 -1.37184 -1.40332
11 H -1.14630 -0.94320 -4.40939
12 H -1.60901 0.82362 -4.34746
13 H -0.13822 0.29352 -5.30147
14 H 3.09932 -0.00318 -2.89739
15 H 2.47114 0.88057 -4.36650
16 H 2.72573 1.78002 -2.79466
17 H -0.48621 -2.02918 -1.52673
18 H 1.39884 -1.65208 -1.31332
19 C 1.72382 -0.11612 1.56865
20 C 1.20217 0.15113 2.91867
21 C 1.90675 -0.37177 4.01372
22 C 1.45504 -0.16289 5.32101
23 C 0.28786 0.58572 5.54682
24 C -0.41895 1.12497 4.47668
25 C 0.03633 0.91916 3.15880
26 H 2.54395 0.51598 1.26693
27 H 1.96007 -1.17616 1.42928
28 H 2.80877 -0.95610 3.83515
29 H 2.00495 -0.57863 6.15478
30 H -0.06204 0.74633 6.56382
31 H -1.31781 1.71040 4.63878
32 H -0.52637 1.35555 2.31859


Record 2
Formula: C45H47F5GaN2OS2
Source: the Open Molecules 2025 dataset
Level of theory: ωB97M-V/def2-TZVPD

Computed properties:
- charge = -1
- E_tot (a.u.) = -5148.07235
- Kohn-Sham gap (hartree) = 0.2244
- HOMO energy (Eh) = -0.172

Atoms and positions in Å:
1 N -3.78642 1.83883 6.42915
2 C -3.01425 0.62232 6.06598
3 C -2.28914 0.75684 4.66314
4 C -3.30855 1.05918 3.47286
5 Ga -2.29444 1.82059 1.84025
6 C -3.33023 1.51866 0.08153
7 C -2.73541 2.37447 -1.11880
8 C -1.55322 1.63973 -1.87127
9 S -2.21014 0.94331 -3.46870
10 C -1.18528 1.63172 -4.85116
11 S -1.52827 3.15413 -5.34905
12 N -0.18548 0.73166 -5.38995
13 C -0.71433 -0.23098 -6.33618
14 C -1.13047 -1.52927 -5.77769
15 C -1.65633 -2.62001 -6.57111
16 C -1.79067 -2.44737 -8.01970
17 C -1.38921 -1.16174 -8.57738
18 C -0.86410 -0.04985 -7.77175
19 C 1.04459 1.37586 -5.80839
20 C 1.24052 2.26821 -6.93738
21 C 2.56830 2.81315 -7.24545
22 C 3.75457 2.50119 -6.45994
23 C 3.55405 1.58345 -5.31960
24 C 2.24243 1.05700 -5.00910
25 C -1.88792 3.81172 2.25426
26 C -0.40961 3.87879 2.76050
27 O 0.47204 3.50735 2.04584
28 F -0.08251 4.37587 4.03431
29 H -4.59552 1.60306 7.00457
30 H -3.20657 2.47239 6.98509
31 H -2.25474 0.41078 6.88010
32 H -3.72873 -0.24367 5.97531
33 H -1.79607 -0.23524 4.46184
34 H -1.47438 1.53481 4.68438
35 H -4.03786 1.83551 3.84317
36 H -3.82141 0.08967 3.22708
37 H -0.88229 1.04821 1.77260
38 H -4.42065 1.74211 0.22941
39 H -3.26240 0.43416 -0.22065
40 H -3.56631 2.67078 -1.82356
41 H -2.32354 3.34482 -0.70798
42 H -0.67317 2.29817 -2.07147
43 H -1.28110 0.75314 -1.23707
44 H -1.03077 -1.70524 -4.67641
45 H -1.93320 -3.58471 -6.08029
46 H -2.16927 -3.28411 -8.64926
47 H -1.48090 -1.04185 -9.67925
48 H -0.59206 0.91109 -8.24547
49 H 0.38413 2.55850 -7.57747
50 H 2.69831 3.51513 -8.10775
51 H 4.76975 2.89608 -6.66634
52 H 4.41258 1.27222 -4.68771
53 H 2.16869 0.35875 -4.13629
54 H -2.03268 4.49030 1.37434
55 H -2.52053 4.09848 3.13496
56 F -0.59465 -2.93804 5.39827
57 C 0.22516 -2.31006 6.25863
58 C 0.00271 -2.43333 7.61870
59 C 0.85331 -1.78832 8.50783
60 C 1.90789 -1.02073 8.02614
61 C 2.11628 -0.90188 6.65650
62 C 1.27372 -1.55446 5.76674
63 H -0.82924 -3.02921 7.97469
64 H 0.69400 -1.88345 9.57562
65 H 2.56845 -0.51427 8.72088
66 H 2.93549 -0.30006 6.28150
67 H 1.42630 -1.47988 4.69815
68 F 1.28243 -0.38167 2.97299
69 C 1.88278 -1.00990 1.95506
70 C 2.70721 -0.29084 1.10838
71 C 3.33413 -0.94328 0.05512
72 C 3.12134 -2.30348 -0.14555
73 C 2.28644 -3.01251 0.70987
74 C 1.66672 -2.36413 1.77059
75 H 2.85300 0.76918 1.27616
76 H 3.98793 -0.39192 -0.61031
77 H 3.60809 -2.81045 -0.97123
78 H 2.11757 -4.07102 0.55055
79 H 1.01912 -2.90187 2.45258
80 F -1.69461 0.52998 -11.46868
81 C -0.90938 1.58760 -11.71227
82 C -0.62395 2.44471 -10.67643
83 C 0.19288 3.54420 -10.90232
84 C 0.70459 3.77422 -12.17488
85 C 0.40426 2.90109 -13.21560
86 C -0.40414 1.79528 -12.98231
87 H -1.04096 2.25037 -9.69695
88 H 0.43003 4.22018 -10.08932
89 H 1.33890 4.63445 -12.35478
90 H 0.79994 3.08169 -14.20790
91 H -0.64249 1.09871 -13.77650
92 F -0.73769 -4.16139 10.76180
93 C 0.46653 -4.55763 11.20812
94 C 0.71400 -4.57146 12.56901
95 C 1.95735 -4.98585 13.02955
96 C 2.94011 -5.37067 12.12429
97 C 2.67913 -5.34702 10.75922
98 C 1.43331 -4.94340 10.29810
99 H -0.06145 -4.26031 13.25810
100 H 2.16036 -5.00812 14.09355
101 H 3.91130 -5.68958 12.48485
102 H 3.44634 -5.64281 10.05389
103 H 1.20964 -4.92681 9.23854


Record 3
Formula: C47H64F6N3O18
Source: the Open Molecules 2025 dataset
Level of theory: ωB97M-V/def2-TZVPD

Computed properties:
- charge = +1
- E_tot (a.u.) = -3945.98632
- ΔE to the lowest compared entry with this formula, charge and spin (kcal/mol) = 518.4
- Kohn-Sham gap (hartree) = 0.2837
- HOMO energy (Eh) = -0.372

Atoms and positions in Å:
1 C 5.79781 -3.89218 3.18372
2 C 4.89278 -5.26304 2.91980
3 C 3.29018 -5.00391 3.21605
4 C 2.71352 -4.08496 1.98129
5 C 1.90591 -4.91516 0.82101
6 C 1.61628 -4.01596 -0.55891
7 C 0.09445 -3.43720 -0.60016
8 N -0.25469 -2.27585 0.29989
9 C 0.85282 -1.26817 0.52205
10 F 0.64787 -0.36904 1.72122
11 C 1.09750 -0.22979 -0.74666
12 C 2.48465 -0.54318 -1.59261
13 C 3.86238 -0.34789 -0.71287
14 N 3.72639 0.59650 0.46741
15 O -0.01882 -0.43014 -1.67707
16 C -1.22840 -0.20881 -0.81457
17 C -2.37311 0.35978 -1.82578
18 C -2.30123 1.97175 -2.14677
19 C -0.82132 2.65012 -2.02856
20 O -0.14473 2.83892 -3.19576
21 N -0.11161 3.09292 -0.76939
22 C -1.00602 3.86370 0.17582
23 C -0.63032 5.47294 0.41176
24 C -1.54213 6.37272 1.44694
25 C -2.83625 5.74273 2.25005
26 C -3.22098 4.13808 2.05191
27 C -2.27689 3.26530 1.02398
28 C -1.62314 -1.62681 -0.01700
29 C -2.38638 -1.08309 1.36882
30 C -3.91931 -0.53978 1.12976
31 C -4.52810 -0.23176 2.65685
32 O -5.44452 0.93370 2.65507
33 C -2.65987 -2.56818 -0.85035
34 C -3.22489 -3.91577 -0.13228
35 C -3.11469 -5.32932 -1.02628
36 C -3.67805 -6.78486 -0.48800
37 C -4.37832 -6.90327 0.99268
38 C -4.51727 -5.54664 1.91252
39 C -3.93814 -4.09549 1.31905
40 H 5.11938 -2.93030 3.32818
41 H 6.43729 -3.71113 2.19435
42 H 6.53816 -4.00742 4.09485
43 H 5.24043 -6.14792 3.60485
44 H 4.97334 -5.51030 1.75913
45 H 2.67246 -5.97767 3.41983
46 H 3.21109 -4.34396 4.20592
47 H 2.00279 -3.20505 2.36292
48 H 3.62581 -3.53442 1.46264
49 H 0.84179 -5.17806 1.27618
50 H 2.44142 -5.92297 0.53265
51 H 1.73127 -4.79771 -1.45261
52 H 2.46684 -3.21057 -0.72469
53 H -0.06944 -3.04876 -1.71800
54 H -0.56269 -4.41597 -0.40572
55 H -0.42032 -2.71192 1.25923
56 H 1.90912 -1.71018 0.76239
57 H 1.21020 0.85368 -0.31961
58 H 2.42390 -1.56817 -2.16422
59 H 2.52551 0.29252 -2.44408
60 H 4.71138 0.02668 -1.46281
61 H 4.18246 -1.41816 -0.34683
62 H 4.54808 1.26754 0.39705
63 H 3.96979 0.00212 1.31075
64 H -1.04827 0.66676 -0.02155
65 H -3.48210 0.14072 -1.52839
66 H -2.20417 -0.18628 -2.87386
67 H -3.14436 2.48767 -1.51077
68 H -2.64417 2.09133 -3.28392
69 H 0.61743 3.78719 -1.10390
70 H 0.28224 5.97092 -0.12656
71 H -1.30018 7.51829 1.64407
72 H -3.53330 6.35080 2.97667
73 H -4.10950 3.59750 2.60973
74 H -2.52927 2.11257 0.84431
75 H -1.84201 -0.14892 1.85225
76 H -2.30510 -1.94285 2.18983
77 H -4.65278 -1.34210 0.67030
78 H -3.96530 0.49462 0.56959
79 H -3.64569 -0.06484 3.44113
80 H -5.10675 -1.20537 3.00095
81 H -5.87382 0.97260 1.74994
82 H -2.23239 -2.88226 -1.92396
83 H -3.65824 -1.99097 -1.17024
84 H -2.61630 -5.31877 -2.10250
85 H -3.58505 -7.72465 -1.20290
86 H -4.79381 -7.97321 1.31886
87 H -5.05311 -5.62223 2.96351
88 H -4.09832 -3.16468 1.99941
89 C 9.58156 -2.22705 1.31923
90 C 9.47724 -0.77123 1.62157
91 O 8.15185 -0.45405 1.26154
92 C 7.44715 -1.60419 1.45450
93 O 6.23012 -1.65915 1.51525
94 O 8.27128 -2.68892 1.57959
95 F 10.31438 -0.05481 0.83825
96 H 9.83487 -2.42523 0.27235
97 H 10.30996 -2.73341 1.95830
98 H 9.64340 -0.51838 2.67418
99 C 2.50267 -8.97274 3.08720
100 C 2.75307 -9.87422 4.24752
101 O 4.09222 -10.27647 4.06932
102 C 4.68950 -9.24078 3.41567
103 O 5.89701 -9.09336 3.32592
104 O 3.76980 -8.38204 2.87884
105 F 1.96660 -10.97199 4.18385
106 H 2.20306 -9.51662 2.18509
107 H 1.74727 -8.21322 3.30603
108 H 2.64061 -9.39090 5.22388
109 C -6.19848 1.56090 -4.43276
110 C -7.55092 1.80469 -3.85554
111 O -7.44064 1.31371 -2.53885
112 C -6.12914 1.47820 -2.20783
113 O -5.69967 1.42812 -1.06725
114 O -5.35371 1.71413 -3.30989
115 F -8.48973 1.07903 -4.50340
116 H -6.08611 0.54890 -4.83601
117 H -5.94446 2.28065 -5.21559
118 H -7.84534 2.85933 -3.83178
119 C 1.45084 7.57859 -2.95188
120 C 0.61135 8.70431 -3.45159
121 O -0.11446 9.10535 -2.31174
122 C 0.69123 8.80514 -1.25466
123 O 0.53587 9.24722 -0.12848
124 O 1.70041 7.95349 -1.61206
125 F -0.26619 8.27386 -4.38555
126 H 0.92475 6.61819 -2.96800
127 H 2.38491 7.47632 -3.51085
128 H 1.18402 9.55289 -3.84081
129 C -2.33435 11.04469 -3.67650
130 C -2.43867 12.50051 -3.37415
131 O -3.76406 12.81769 -3.73418
132 C -4.46876 11.66755 -3.54123
133 O -5.68579 11.61259 -3.48048
134 O -3.64463 10.58282 -3.41613
135 F -1.60153 13.21693 -4.15748
136 H -2.08103 10.84651 -4.72337
137 H -1.60595 10.53833 -3.03742
138 H -2.27251 12.75336 -2.32155